1.
Computed, not measured: C21H40BaNO4 as an isolated structure, with wB97M-V/def2-TZVPD.

The calculation puts the frontier orbital gap (alpha / beta) at 6.6 / 3.9 eV. As for the total energy: -1204.68329 hartree.

Structure (ORCA input):
```
! RIJCOSX wB97M-V def2-TZVPD def2/J DEFGRID3
* xyz 2 2
C 2.10 -1.14 3.01
O 3.44 -0.89 2.73
C 3.67 -0.27 1.48
C 4.28 -1.24 0.47
C 3.81 -0.99 -0.96
C 4.12 0.43 -1.48
C 2.99 0.98 -2.37
C 1.95 1.82 -1.60
C 0.74 0.97 -1.20
C -0.29 1.75 -0.40
C -1.51 0.95 0.09
C -2.30 1.89 1.04
C -1.57 2.25 2.33
C -1.47 3.76 2.51
O -2.37 4.52 2.17
O -0.33 4.18 3.13
C -2.45 0.70 -1.13
C -2.87 -0.74 -1.49
C -2.28 -1.18 -2.85
C -4.43 -0.72 -1.72
N -2.62 -1.73 -0.43
O -3.00 -2.93 -0.75
C -1.34 -1.69 0.30
C -0.16 -2.18 -0.54
C -1.43 -2.71 1.53
C -1.13 -0.30 0.92
H 2.01 -1.37 4.07
H 1.72 -1.98 2.41
H 1.47 -0.25 2.84
H 4.34 0.57 1.66
H 2.74 0.15 1.09
H 5.37 -1.21 0.51
H 3.99 -2.24 0.79
H 2.73 -1.18 -1.02
H 4.28 -1.72 -1.61
H 5.02 0.38 -2.09
H 4.34 1.10 -0.66
H 2.50 0.12 -2.83
H 3.42 1.56 -3.18
H 2.42 2.27 -0.73
H 1.59 2.60 -2.27
H 1.11 0.17 -0.57
H 0.32 0.56 -2.12
H 0.23 2.22 0.43
H -0.67 2.55 -1.03
H -3.27 1.41 1.24
H -2.51 2.79 0.48
H -2.09 1.87 3.21
H -0.56 1.87 2.35
H 0.16 4.74 2.52
H -1.98 1.11 -2.02
H -3.35 1.30 -0.97
H -2.89 -0.72 -3.61
H -1.28 -0.79 -2.98
H -2.32 -2.26 -2.97
H -4.78 -1.61 -2.23
H -4.70 0.19 -2.24
H -4.93 -0.65 -0.74
H 0.72 -2.02 0.07
H -0.22 -3.25 -0.73
H -0.01 -1.64 -1.46
H -2.46 -2.99 1.81
H -1.01 -2.21 2.39
H -0.83 -3.59 1.33
H -0.12 -0.25 1.29
H -1.77 -0.28 1.81
Ba -4.28 -2.81 1.01
*
```

Mulliken population analysis, charges in e, atoms 1 to 8: number 1, C, carries -0.330; number 2, O, carries -0.456; number 3, C, carries 0.261; number 4, C, carries -0.962; number 5, C, carries 0.082; number 6, C, carries -0.776; number 7, C, carries -1.102; number 8, C, carries -0.793

2.
Computed, not measured: C38H50N8OPPd as an isolated structure, with wB97M-V/def2-TZVPD.

The calculation puts the frontier orbital gap (alpha / beta) at 7.1 / 4.0 eV. As for the total energy: -2459.62430 hartree.

Structure (ORCA input):
```
! RIJCOSX wB97M-V def2-TZVPD def2/J DEFGRID3
* xyz 3 5
Pd 0.15 -0.13 0.55
C -0.74 2.23 5.65
N -0.18 1.32 4.64
C 0.75 0.36 4.90
C 1.01 -0.26 3.71
N 0.25 0.32 2.73
C -0.46 1.28 3.32
P -1.72 2.32 2.55
C -2.61 1.09 1.57
N -2.05 0.04 0.97
C -3.07 -0.75 0.56
C -4.26 -0.17 0.91
N -3.96 0.99 1.54
C -4.94 1.90 2.14
C -0.59 2.96 1.22
N 0.31 2.25 0.53
C 1.09 3.10 -0.13
C 0.60 4.45 0.13
N -0.42 4.32 0.94
C -1.24 5.42 1.51
H -0.31 1.97 6.61
H -0.49 3.26 5.41
H -1.82 2.10 5.70
H 1.13 0.18 5.89
H 1.68 -1.08 3.51
H -2.91 -1.69 0.05
H -5.28 -0.49 0.76
H -5.93 1.60 1.80
H -4.91 1.83 3.23
H -4.75 2.92 1.82
H 1.95 2.83 -0.72
H 0.97 5.40 -0.25
H -1.05 6.31 0.93
H -2.29 5.14 1.44
H -0.95 5.56 2.55
O -1.66 -0.46 -2.04
C -1.97 -1.78 -2.53
C -0.73 -2.52 -2.98
C 0.39 -2.52 -1.93
C -0.03 -3.10 -0.60
C -0.18 -4.48 -0.46
C -0.54 -5.02 0.76
C -0.76 -4.17 1.83
C -0.62 -2.82 1.63
N -0.27 -2.29 0.45
H -1.68 0.14 -2.80
H -2.69 -1.72 -3.34
H -2.45 -2.31 -1.71
H -0.34 -2.10 -3.91
H -1.02 -3.55 -3.20
H 0.77 -1.52 -1.77
H 1.22 -3.12 -2.31
H 0.01 -5.12 -1.31
H -0.64 -6.09 0.87
H -1.04 -4.55 2.81
H -0.80 -2.11 2.44
C -0.11 2.02 -4.28
C 1.18 1.75 -3.55
C 2.40 2.22 -4.06
C 3.62 1.95 -3.43
C 4.90 2.46 -4.01
C 3.62 1.19 -2.27
C 2.41 0.69 -1.71
C 1.19 1.02 -2.38
N 2.28 -0.04 -0.59
C 3.42 -0.72 0.07
C 2.75 -1.70 1.03
C 3.74 -2.43 1.94
C 4.63 -3.27 1.01
C 5.32 -2.35 0.00
C 6.19 -1.33 0.74
C 5.32 -0.50 1.69
C 4.63 -1.43 2.69
C 4.26 0.27 0.90
C 4.30 -1.58 -0.86
H 0.03 2.68 -5.13
H -0.86 2.47 -3.62
H -0.53 1.09 -4.67
H 2.40 2.79 -4.98
H 4.73 3.23 -4.75
H 5.44 1.64 -4.50
H 5.56 2.86 -3.24
H 4.56 1.01 -1.78
H 0.28 0.62 -1.96
H 2.25 -2.45 0.42
H 1.97 -1.13 1.56
H 3.20 -3.07 2.64
H 4.02 -4.02 0.48
H 5.38 -3.82 1.58
H 5.94 -2.95 -0.67
H 6.70 -0.67 0.02
H 6.97 -1.84 1.31
H 5.94 0.22 2.23
H 4.05 -0.84 3.41
H 5.38 -1.98 3.27
H 4.72 1.03 0.27
H 3.59 0.79 1.60
H 3.66 -2.27 -1.42
H 4.84 -0.99 -1.59
*
```

Mulliken population analysis, charges in e, atoms 1 to 8: number 1, Pd, carries 1.924; number 2, C, carries -0.759; number 3, N, carries 0.114; number 4, C, carries -0.967; number 5, C, carries -1.028; number 6, N, carries 0.881; number 7, C, carries -0.232; number 8, P, carries -0.429

3.
Computed, not measured: an isolated ion of composition C4H13N3 and charge +2, with wB97M-V/def2-TZVPD.

The structure (SMILES) is N/C=C(\[NH3+])CC[NH3+]. The calculation puts the frontier orbital gap at 9.5 eV. The value obtained for the energy relative to the best compared isomer or geometry (same formula, charge and spin) is 178.9 kJ/mol. As for the total energy: -323.82485 hartree.

Structure (ORCA input):
```
! RIJCOSX wB97M-V def2-TZVPD def2/J DEFGRID3
* xyz 2 1
N 1.68 -2.49 -0.56
C 1.05 -1.35 -0.84
C 0.76 -0.27 -0.06
N 1.62 -0.13 1.16
C -0.13 0.85 -0.39
C -1.50 0.53 0.33
N -2.49 1.57 -0.15
H 2.03 -3.05 -1.36
H 1.76 -2.94 0.34
H 0.77 -1.22 -1.89
H 1.97 -1.03 1.48
H 1.31 0.49 1.93
H 2.48 0.37 0.83
H -0.34 1.14 -1.43
H 0.31 1.83 -0.16
H -1.87 -0.48 0.04
H -1.29 0.65 1.39
H -2.07 2.47 0.11
H -2.68 1.55 -1.16
H -3.38 1.52 0.39
*
```

natural (NBO) population analysis, charges in e, atoms 1 to 8: number 1, N, carries -0.777; number 2, C, carries 0.104; number 3, C, carries -0.082; number 4, N, carries -0.687; number 5, C, carries -0.474; number 6, C, carries -0.218; number 7, N, carries -0.682; number 8, H, carries 0.445

4.
Computed, not measured: a 11-piece molecular cluster, C5H31NO11 overall, with wB97M-V/def2-TZVPD.

The structure (SMILES) is CC[C@@H](C=O)NC.O.O.O.O.O.O.O.O.O.O. The calculation puts the frontier orbital gap at 9.3 eV. The value obtained for the energy relative to the best compared isomer or geometry (same formula, charge and spin) is 501.4 kJ/mol. As for the total energy: -1091.37870 hartree.

Structure (ORCA input):
```
! RIJCOSX wB97M-V def2-TZVPD def2/J DEFGRID3
* xyz 0 1
C 2.63 -0.74 -1.17
C 2.20 -1.27 0.28
C 0.67 -0.91 0.36
C 0.04 -1.80 1.49
O 0.18 -2.99 1.52
N 0.51 0.48 0.77
C -0.03 1.50 -0.27
H 1.94 -0.04 -1.40
H 2.60 -1.60 -1.84
H 3.70 -0.54 -1.15
H 2.84 -0.81 1.08
H 2.43 -2.39 0.32
H 0.09 -1.18 -0.56
H -0.45 -1.28 2.43
H 1.32 0.82 1.15
H -0.33 1.00 -1.25
H 0.74 2.15 -0.73
H -0.91 1.97 0.22
O -2.47 0.93 2.46
H -1.64 0.73 2.08
H -2.48 1.87 2.60
O 1.56 2.42 -4.03
H 2.42 2.05 -4.11
H 0.93 1.86 -4.27
O -0.81 2.93 3.03
H -1.06 3.40 3.77
H 0.18 2.86 3.21
O 2.15 4.50 1.21
H 1.15 4.37 1.32
H 2.49 4.30 0.40
O 0.05 0.31 -4.21
H 0.12 0.08 -3.25
H -0.89 0.50 -4.03
O 1.85 2.50 3.03
H 2.02 3.25 2.39
H 2.70 2.08 3.06
O -3.02 -1.37 1.31
H -2.90 -0.75 0.63
H -2.99 -0.81 2.05
O -2.00 -0.41 -2.20
H -2.93 -0.30 -2.06
H -2.02 -1.36 -2.16
O -2.15 -3.01 -2.15
H -1.69 -3.28 -1.42
H -2.43 -3.76 -2.70
O -0.43 -4.55 -0.61
H -0.21 -4.01 0.19
H -0.67 -5.29 -0.31
*
```

natural (NBO) population analysis, charges in e, atoms 1 to 8: number 1, C, carries -0.609; number 2, C, carries -0.406; number 3, C, carries -0.178; number 4, C, carries 0.495; number 5, O, carries -0.590; number 6, N, carries -0.656; number 7, C, carries -0.458; number 8, H, carries 0.197

5.
Computed, not measured: C32H22Cl2N5O10S2Sn as an isolated structure, with wB97M-V/def2-TZVPD.

The calculation puts the frontier orbital gap at 8.0 eV. As for the total energy: -4189.94999 hartree.

Structure (ORCA input):
```
! RIJCOSX wB97M-V def2-TZVPD def2/J DEFGRID3
* xyz -1 1
Sn -1.36 -1.12 -0.27
C 2.79 -1.70 2.06
C 1.69 -1.77 1.04
N 0.50 -1.37 1.32
N 0.34 -0.79 2.57
C -0.88 -0.60 2.88
S -2.28 -1.16 1.99
S -1.26 0.32 4.34
C 0.33 1.11 4.70
C 1.15 0.43 5.76
C 1.39 -0.94 5.74
C 2.20 -1.53 6.69
C 2.78 -0.76 7.69
C 2.55 0.60 7.73
C 1.74 1.19 6.77
C 1.94 -2.31 -0.31
C 3.24 -2.29 -0.83
C 3.52 -2.74 -2.10
C 2.48 -3.25 -2.88
C 1.19 -3.27 -2.39
C 0.89 -2.79 -1.11
O -0.37 -2.83 -0.70
H 2.43 -2.14 2.99
H 3.03 -0.66 2.27
H 3.68 -2.24 1.74
H 0.10 2.13 4.98
H 0.87 1.13 3.75
H 0.92 -1.53 4.96
H 2.38 -2.60 6.66
H 3.42 -1.23 8.44
H 2.99 1.21 8.51
H 1.55 2.26 6.81
H 4.04 -1.86 -0.23
H 4.53 -2.69 -2.49
H 2.68 -3.62 -3.88
H 0.36 -3.63 -2.99
O -5.11 -2.40 -1.52
C -4.14 -1.69 -1.47
O -3.03 -2.05 -0.86
C -4.15 -0.36 -2.17
C -5.08 -0.20 -3.17
C -5.15 0.99 -3.88
C -4.29 2.03 -3.61
C -3.37 1.89 -2.60
C -3.26 0.70 -1.81
O -2.41 0.61 -0.84
N -2.51 3.06 -2.38
O -2.31 3.79 -3.33
O -2.04 3.25 -1.27
N -6.16 1.15 -4.93
O -6.19 2.21 -5.53
O -6.91 0.22 -5.14
H -5.76 -1.01 -3.38
H -4.34 2.94 -4.18
Cl -0.42 2.20 1.30
C -1.67 3.22 1.98
Cl -1.02 4.36 3.19
H -2.40 2.59 2.48
H -2.11 3.80 1.18
O 1.94 0.94 -0.12
C 1.38 0.66 -1.15
N 0.17 -0.01 -1.31
C -0.08 -0.24 -2.64
O -1.07 -0.84 -3.02
C 1.03 0.36 -3.44
C 1.25 0.41 -4.80
C 2.40 1.06 -5.23
C 3.28 1.64 -4.32
C 3.05 1.58 -2.95
C 1.91 0.92 -2.54
H 0.56 -0.05 -5.50
H 2.62 1.12 -6.29
H 4.16 2.15 -4.69
H 3.72 2.02 -2.24
*
```

Mulliken population analysis, charges in e, atoms 1 to 8: number 1, Sn, carries 1.530; number 2, C, carries -1.675; number 3, C, carries 1.034; number 4, N, carries 0.352; number 5, N, carries -0.270; number 6, C, carries 0.384; number 7, S, carries -0.455; number 8, S, carries -0.162

6.
Computed, not measured: a 10-piece molecular cluster, C42H106N6O10 overall, with wB97M-V/def2-TZVPD.

The structure (SMILES) is CC1(C)CCCC(C)(C)N1O.CC1(C)CCCC(C)(C)N1O.COC[C@H](C)N.COC[C@H](C)N.COC[C@H](C)N.COC[C@H](C)N.CCO.CCO.CCO.CCO. The calculation puts the frontier orbital gap at 9.1 eV. The value obtained for the energy relative to the best compared isomer or geometry (same formula, charge and spin) is 97.0 kJ/mol. As for the total energy: -2744.47934 hartree.

Structure (ORCA input):
```
! RIJCOSX wB97M-V def2-TZVPD def2/J DEFGRID3
* xyz 0 1
C 2.77 3.17 -1.34
C 1.90 3.92 -2.31
C 1.43 2.91 -3.41
C 0.79 4.57 -1.56
C 0.03 5.54 -2.35
C 0.98 6.65 -2.94
C 1.96 6.00 -3.87
C 1.34 5.45 -5.15
C 2.98 7.08 -4.29
N 2.74 5.00 -2.93
O 3.76 4.31 -3.66
H 2.30 2.22 -1.14
H 3.77 2.95 -1.64
H 3.00 3.73 -0.44
H 2.33 2.46 -3.95
H 0.83 2.14 -2.95
H 0.91 3.27 -4.25
H 0.18 3.82 -1.05
H 1.30 5.19 -0.76
H -0.52 5.14 -3.22
H -0.64 5.99 -1.63
H 1.47 7.26 -2.16
H 0.29 7.27 -3.49
H 0.41 4.90 -4.98
H 2.08 4.84 -5.71
H 1.15 6.37 -5.77
H 2.40 7.89 -4.70
H 3.79 6.78 -4.94
H 3.41 7.52 -3.37
H 4.62 4.62 -3.28
C 4.64 -3.84 1.46
C 5.81 -3.13 0.69
C 7.21 -3.83 0.99
C 5.62 -3.13 -0.83
C 4.42 -2.24 -1.34
C 4.62 -0.81 -0.82
C 4.90 -0.72 0.70
C 5.67 0.68 0.98
C 3.52 -0.57 1.40
N 5.93 -1.69 1.05
O 6.23 -1.56 2.40
H 3.68 -3.59 1.00
H 4.84 -4.88 1.45
H 4.53 -3.51 2.49
H 7.30 -4.07 2.04
H 7.07 -4.80 0.50
H 7.98 -3.14 0.52
H 6.53 -2.75 -1.27
H 5.45 -4.20 -1.20
H 4.36 -2.25 -2.39
H 3.48 -2.61 -0.91
H 3.64 -0.32 -1.00
H 5.39 -0.34 -1.34
H 5.41 1.54 0.34
H 6.73 0.52 0.69
H 5.61 0.93 1.99
H 2.74 -1.19 0.89
H 3.17 0.47 1.16
H 3.48 -0.69 2.49
H 7.16 -1.28 2.41
C 0.25 -2.05 -4.44
O 0.28 -3.17 -3.55
C 1.26 -4.17 -3.87
C 1.17 -5.32 -2.79
C 2.13 -6.45 -3.20
N -0.21 -5.83 -2.48
H 0.05 -2.43 -5.48
H 1.15 -1.45 -4.50
H -0.60 -1.43 -4.18
H 1.12 -4.55 -4.90
H 2.27 -3.74 -3.90
H 1.59 -4.84 -1.88
H 1.77 -7.32 -2.65
H 3.21 -6.22 -2.95
H 2.19 -6.56 -4.30
H -0.72 -5.18 -1.97
H -0.78 -6.06 -3.27
C -6.51 0.29 -1.10
O -6.12 -1.08 -1.31
C -4.74 -1.31 -1.55
C -4.39 -2.75 -1.23
C -2.97 -3.25 -1.53
N -5.35 -3.62 -1.89
H -6.12 0.65 -0.16
H -7.63 0.35 -1.21
H -6.17 0.93 -1.95
H -4.51 -0.86 -2.55
H -4.14 -0.65 -0.90
H -4.56 -2.75 -0.14
H -2.09 -2.64 -1.20
H -2.75 -3.49 -2.63
H -2.81 -4.15 -1.03
H -5.54 -4.52 -1.30
H -6.31 -3.22 -1.70
C -0.53 0.38 6.08
O -1.66 0.62 5.30
C -2.18 1.96 5.44
C -3.68 1.85 5.47
C -4.29 3.28 5.62
N -4.23 1.04 6.58
H -0.78 0.31 7.12
H 0.32 1.11 5.90
H -0.14 -0.61 5.78
H -1.73 2.40 6.34
H -1.86 2.65 4.66
H -3.95 1.40 4.52
H -3.87 3.78 6.47
H -5.37 3.21 5.76
H -4.11 3.83 4.72
H -4.21 1.51 7.47
H -3.78 0.16 6.71
C -7.00 -1.22 2.53
O -5.81 -1.87 2.92
C -4.66 -1.35 2.43
C -3.42 -2.17 2.90
C -3.44 -2.53 4.35
N -2.27 -1.39 2.51
H -7.06 -0.27 3.02
H -7.76 -1.90 2.92
H -7.25 -1.20 1.45
H -4.69 -1.42 1.31
H -4.44 -0.30 2.62
H -3.49 -3.03 2.22
H -2.64 -3.24 4.63
H -4.44 -2.99 4.49
H -3.32 -1.63 4.98
H -2.28 -0.56 3.09
H -1.42 -1.91 2.76
C 0.72 3.68 1.98
C -0.77 4.00 1.88
O -1.65 2.95 2.05
H 1.41 4.57 1.88
H 0.91 2.92 1.21
H 0.92 3.26 2.94
H -0.84 4.44 0.86
H -1.18 4.78 2.56
H -1.29 2.24 1.49
C 0.34 -0.54 -0.55
C 0.00 -0.01 0.79
O -1.26 0.62 0.82
H -0.20 -1.45 -0.85
H 1.43 -0.79 -0.60
H 0.12 0.25 -1.35
H 0.83 0.66 1.01
H 0.11 -0.72 1.59
H -1.75 -0.04 1.33
C -0.18 -4.04 0.68
C 0.72 -3.71 1.91
O -0.12 -3.64 3.04
H -1.11 -3.56 0.81
H -0.28 -5.11 0.52
H 0.34 -3.68 -0.24
H 1.13 -2.67 1.70
H 1.55 -4.40 2.11
H -0.74 -4.38 2.95
C -2.80 2.75 -3.45
C -2.23 2.42 -2.10
O -2.49 1.08 -1.77
H -2.46 3.74 -3.76
H -3.86 2.70 -3.39
H -2.40 2.07 -4.21
H -2.54 3.16 -1.35
H -1.16 2.59 -2.22
H -2.09 0.84 -0.92
*
```

Mulliken population analysis, charges in e, atoms 1 to 8: number 1, C, carries -2.256; number 2, C, carries 2.603; number 3, C, carries -1.509; number 4, C, carries 0.262; number 5, C, carries -0.437; number 6, C, carries -1.443; number 7, C, carries 1.715; number 8, C, carries -1.558